Entry from OMol25: a cluster of 14 separate species, C45H91Cl2N2O21 in total at a distorted geometry (ωB97M-V with the def2-TZVPD basis set).

Last column: Mulliken charge in e.
Geometry (Å):
C -1.706 -0.299 -0.887  0.053
C -0.892 -0.882 0.288  -1.021
N 0.088 0.027 0.859  1.654
C -0.057 0.963 1.899  -0.477
C 1.140 1.690 1.892  -2.061
N 1.976 1.161 0.968  0.949
C 1.358 0.125 0.332  -1.006
C 3.308 1.668 0.801  -1.146
H -2.505 -1.016 -1.075  0.236
H -1.096 -0.164 -1.780  0.037
H -2.187 0.643 -0.623  -0.102
H -0.369 -1.797 0.008  -0.074
H -1.497 -1.340 1.071  -0.025
H -1.015 0.984 2.398  0.817
H 1.487 2.475 2.548  0.779
H 1.794 -0.482 -0.448  0.985
H 3.911 1.387 1.664  0.251
H 3.348 2.743 0.621  0.461
H 3.722 1.201 -0.092  0.212
C 2.419 1.526 -2.726  0.462
C 3.326 0.560 -3.158  -0.007
C 4.526 0.864 -4.021  0.238
O 5.480 0.065 -4.300  -0.853
C 4.675 2.117 -4.510  -0.812
C 3.846 3.231 -4.067  0.694
C 2.554 2.915 -3.166  0.653
O 1.733 3.836 -3.027  -0.877
O 3.975 4.443 -4.327  -0.780
O 3.061 -0.633 -2.771  -0.926
H 1.521 1.238 -2.199  0.080
H 5.420 2.493 -5.196  0.335
C -4.955 -3.081 -5.835  -0.741
C -4.903 -2.593 -4.384  -0.355
C -3.645 -1.760 -4.435  0.232
O -2.802 -2.393 -5.423  -0.246
C -3.544 -3.170 -6.339  -0.492
H -5.467 -2.342 -6.452  0.265
H -5.474 -4.018 -6.040  0.375
H -4.890 -3.419 -3.673  0.124
H -5.816 -2.064 -4.111  0.385
H -3.127 -1.717 -3.477  -0.427
H -3.952 -0.743 -4.679  0.267
H -3.242 -4.216 -6.392  0.302
H -3.388 -2.729 -7.324  0.247
C -2.813 -0.215 6.187  -0.839
C -1.816 -1.110 5.527  -0.182
C -0.791 -0.049 5.151  -0.101
O -1.513 1.104 4.719  -0.086
C -2.824 1.052 5.311  -0.207
H -2.533 0.165 7.169  0.303
H -3.788 -0.688 6.298  0.359
H -2.278 -1.487 4.614  -0.018
H -1.507 -1.958 6.138  0.405
H -0.125 -0.410 4.368  -0.103
H -0.201 0.197 6.034  0.335
H -3.561 0.911 4.520  -0.002
H -3.041 1.896 5.966  0.259
C 1.259 5.278 5.546  -0.764
C 0.545 3.993 5.913  -0.074
C 1.678 3.001 5.708  -0.124
O 2.491 3.542 4.608  -0.201
C 2.245 4.913 4.477  -0.460
H 1.849 5.644 6.386  0.332
H 0.659 6.139 5.252  0.328
H -0.200 3.693 5.176  -0.113
H 0.047 4.061 6.880  0.469
H 1.275 2.019 5.457  -0.168
H 2.296 2.841 6.592  0.353
H 1.825 5.107 3.490  0.264
H 3.159 5.506 4.512  0.297
C -5.416 0.118 1.859  0.508
C -5.706 -1.153 2.424  -0.946
C -4.679 -2.137 1.791  0.083
O -4.808 -1.681 0.437  -0.349
C -5.353 -0.370 0.392  -0.138
H -4.468 0.542 2.190  -0.576
H -6.164 0.883 2.069  0.380
H -6.735 -1.491 2.306  0.306
H -5.667 -1.187 3.513  0.403
H -4.908 -3.174 2.040  0.400
H -3.673 -1.942 2.163  -0.188
H -6.360 -0.327 -0.022  0.369
H -4.659 0.193 -0.233  -0.138
C -3.026 -5.539 -1.648  -0.199
C -2.718 -4.811 -0.359  0.883
C -1.691 -5.670 0.320  -0.105
O -1.014 -6.204 -0.818  -0.432
C -1.888 -6.535 -1.916  -0.574
H -3.111 -4.781 -2.426  -0.276
H -3.978 -6.068 -1.600  0.515
H -3.577 -4.590 0.275  0.131
H -2.185 -3.897 -0.622  -0.677
H -2.104 -6.507 0.883  0.350
H -1.010 -5.155 0.998  -0.176
H -2.213 -7.576 -1.911  0.302
H -1.358 -6.359 -2.852  0.256
C 0.899 -3.707 -4.067  -0.614
C 0.429 -2.984 -2.805  0.922
O 1.557 -2.809 -1.932  -0.339
O 1.367 -5.010 -3.708  -0.560
H 1.638 -3.127 -4.619  0.475
H 0.023 -3.881 -4.692  0.302
H -0.349 -3.584 -2.332  -0.343
H 0.015 -2.009 -3.059  -0.322
H 2.134 -2.223 -2.426  0.315
H 1.765 -5.426 -4.476  0.279
C 6.212 1.346 4.702  -0.589
C 4.644 1.444 4.620  -0.330
O 4.016 0.390 3.946  -0.317
O 6.762 1.299 3.449  -0.440
H 6.348 0.381 5.191  0.354
H 6.657 2.156 5.279  0.293
H 4.371 2.401 4.176  0.361
H 4.303 1.481 5.654  0.256
H 4.033 -0.385 4.513  0.223
H 6.560 2.138 3.028  0.206
C 0.377 0.551 -5.463  0.470
C 0.282 -0.185 -6.771  -0.771
O -0.313 -1.495 -6.640  -0.459
O -0.888 0.908 -5.056  -0.492
H 1.079 1.374 -5.333  0.348
H 0.703 -0.149 -4.694  -0.294
H 1.307 -0.268 -7.133  0.401
H -0.254 0.406 -7.513  0.305
H -1.130 -1.414 -6.142  0.279
H -0.841 1.430 -4.251  0.481
C 2.426 -3.069 1.502  -0.071
C 1.507 -2.513 2.645  0.360
O 0.313 -3.251 2.669  -0.511
O 2.619 -4.483 1.530  -0.574
H 3.436 -2.658 1.518  0.330
H 1.969 -2.775 0.557  -0.083
H 1.320 -1.442 2.577  -0.647
H 1.977 -2.678 3.614  0.459
H 0.554 -4.174 2.779  0.354
H 2.970 -4.701 2.397  0.341
C -1.591 3.355 -1.901  -0.233
C -3.067 3.346 -2.272  -0.856
O -3.869 2.339 -1.604  -0.313
O -0.777 2.589 -2.786  -0.390
H -1.443 3.014 -0.876  0.042
H -1.226 4.382 -1.880  0.549
H -3.111 3.224 -3.355  0.461
H -3.479 4.294 -1.925  0.381
H -4.624 2.169 -2.173  0.244
H 0.125 2.834 -2.566  -0.132
C 7.251 3.658 -1.464  -0.909
C 6.112 2.630 -1.213  0.174
O 6.247 2.006 0.063  -0.462
O 7.073 4.839 -0.709  -0.529
H 7.244 3.997 -2.500  0.469
H 8.213 3.183 -1.276  0.388
H 6.165 1.879 -2.002  0.191
H 5.202 3.212 -1.353  0.078
H 6.468 2.672 0.719  0.260
H 7.919 5.290 -0.746  0.302
C -3.845 4.221 1.700  0.083
Cl -5.655 4.029 1.949  -0.192
Cl -2.992 2.997 2.674  -0.091
H -3.576 4.069 0.654  -0.321
H -3.565 5.244 1.953  0.413

Output
net charge	-1
E_tot	-4378.9002	Eh
gap between HOMO and LUMO	4.5	eV

Entry from OMol25: a cluster of 6 separate species, C45H95F4N6O11PSSi in total at a distorted geometry (ωB97M-V with the def2-TZVPD basis set).

Last column: Mulliken charge in e.
Geometry (Å):
C -5.652 -5.716 4.460  -1.162
C -4.586 -5.849 3.421  0.921
O -3.905 -6.812 3.347  -0.508
O -4.432 -4.860 2.521  -0.354
C -4.878 -3.558 2.872  -1.099
C -4.002 -2.913 3.923  0.244
C -2.697 -2.320 3.370  -1.248
C -1.412 -2.864 3.990  0.559
O -0.273 -2.156 3.517  -0.579
C 0.102 -2.344 2.156  3.439
C 0.720 -3.713 1.850  0.321
C -0.199 -4.740 1.194  -1.030
O -0.246 -5.916 1.991  -0.220
Si -0.303 -7.356 1.171  1.009
C -1.620 -7.365 -0.160  -1.205
C -0.637 -8.758 2.360  -1.308
C 1.355 -7.674 0.329  -1.112
C 1.053 -1.201 1.840  -1.914
C 2.441 -1.279 2.438  -1.147
C 2.497 -0.947 3.937  -0.700
C 2.813 -2.031 4.932  0.439
O 2.624 -1.851 6.100  -0.614
N 3.405 -3.189 4.460  -0.054
C 3.282 -4.361 5.299  -0.264
C 2.034 -4.939 5.543  0.628
C 1.945 -6.102 6.317  -1.122
C 3.105 -6.681 6.854  -0.548
C 4.350 -6.086 6.626  -0.504
C 4.438 -4.926 5.848  -0.477
O 1.119 -1.128 0.426  -0.274
C 0.588 0.024 -0.153  0.006
P -1.249 0.114 -0.019  0.366
S -2.208 -1.382 -0.830  -0.446
C -1.420 -2.684 5.522  0.995
F -2.269 -1.683 5.890  -0.425
F -0.192 -2.316 5.940  -0.231
C -1.830 -3.943 6.348  -0.064
F -0.865 -4.277 7.221  -0.316
F -2.040 -5.009 5.541  -0.161
H -5.899 -6.718 4.781  0.371
H -6.546 -5.208 4.121  0.351
H -5.257 -5.189 5.322  0.269
H -5.918 -3.553 3.185  0.256
H -4.834 -2.969 1.964  0.550
H -4.590 -2.112 4.360  0.318
H -3.836 -3.626 4.723  -0.379
H -2.669 -2.527 2.306  0.393
H -2.697 -1.239 3.457  0.361
H -1.338 -3.922 3.739  0.231
H -0.729 -2.208 1.465  -0.692
H 1.535 -3.540 1.153  -1.076
H 1.126 -4.157 2.753  -0.211
H -1.207 -4.353 1.049  0.075
H 0.176 -4.974 0.197  0.853
H -1.285 -6.901 -1.084  0.307
H -1.914 -8.386 -0.381  0.425
H -2.502 -6.849 0.200  0.247
H 0.104 -9.541 2.228  0.409
H -1.606 -9.202 2.171  0.314
H -0.594 -8.429 3.393  0.270
H 1.819 -8.548 0.778  0.395
H 2.058 -6.854 0.448  0.136
H 1.225 -7.893 -0.725  0.304
H 0.591 -0.303 2.256  0.814
H 2.912 -2.223 2.194  0.493
H 3.039 -0.542 1.909  0.438
H 3.222 -0.157 4.101  0.697
H 1.547 -0.545 4.268  0.081
H 3.091 -3.420 3.527  0.219
H 1.138 -4.496 5.137  0.370
H 0.989 -6.563 6.500  0.486
H 3.028 -7.582 7.438  0.410
H 5.247 -6.522 7.034  0.387
H 5.384 -4.448 5.658  0.444
H 1.017 0.934 0.276  0.329
H 0.826 0.016 -1.211  -0.030
H -1.519 0.200 1.356  -0.027
H -1.571 1.372 -0.532  0.058
H -2.736 -3.727 6.912  0.330
C 0.953 6.495 -1.573  -0.387
O 1.031 5.464 -2.539  -0.371
C 1.801 4.344 -2.168  -1.131
C 1.062 3.349 -1.267  1.131
C 0.933 3.812 0.183  -1.533
N -0.276 3.023 -1.780  -0.118
H 1.887 6.597 -1.012  0.354
H 0.126 6.323 -0.880  0.077
H 0.756 7.430 -2.095  0.098
H 2.047 3.834 -3.104  0.325
H 2.749 4.660 -1.710  0.488
H 1.658 2.430 -1.270  0.250
H 0.160 4.571 0.296  0.290
H 0.655 2.979 0.831  0.262
H 1.873 4.223 0.555  0.397
H -0.180 2.620 -2.709  -0.105
H -0.757 3.908 -1.947  0.171
C -4.414 7.061 -5.769  -0.660
O -4.426 7.084 -4.354  -0.380
C -4.762 5.864 -3.726  -0.807
C -3.602 4.872 -3.584  0.362
C -3.237 4.155 -4.881  -1.457
N -2.395 5.500 -3.036  -0.423
H -5.187 6.395 -6.163  0.304
H -3.441 6.756 -6.163  0.238
H -4.616 8.075 -6.113  0.257
H -5.095 6.142 -2.722  0.358
H -5.617 5.398 -4.233  0.446
H -3.930 4.109 -2.872  0.366
H -2.669 4.800 -5.552  0.258
H -2.617 3.285 -4.668  0.301
H -4.128 3.810 -5.408  0.348
H -2.610 5.886 -2.120  0.239
H -2.186 6.318 -3.603  0.231
C -0.880 0.686 -7.822  -0.694
O -1.213 0.304 -6.502  -0.337
C -0.397 -0.699 -5.929  -0.975
C 0.917 -0.186 -5.327  0.888
C 1.980 0.154 -6.365  -1.550
N 0.714 0.968 -4.447  -0.314
H -0.509 -0.164 -8.402  0.320
H -0.136 1.487 -7.840  0.246
H -1.790 1.059 -8.292  0.256
H -0.995 -1.129 -5.122  0.387
H -0.208 -1.500 -6.656  0.471
H 1.317 -0.996 -4.709  -0.174
H 1.791 1.104 -6.865  0.350
H 2.954 0.234 -5.883  0.284
H 2.048 -0.624 -7.127  0.400
H 0.097 0.678 -3.691  0.140
H 0.169 1.653 -4.965  0.294
C 4.190 -0.759 -2.807  -0.528
O 4.267 -1.842 -3.714  -0.311
C 4.995 -2.961 -3.251  -0.834
C 4.209 -3.908 -2.332  0.345
C 4.022 -3.385 -0.910  -0.975
N 2.896 -4.262 -2.879  -0.603
H 5.103 -0.659 -2.213  0.424
H 3.329 -0.871 -2.141  0.045
H 4.045 0.153 -3.386  0.231
H 5.272 -3.517 -4.151  0.365
H 5.929 -2.634 -2.773  0.376
H 4.796 -4.829 -2.268  0.414
H 3.245 -2.621 -0.857  -0.111
H 3.717 -4.200 -0.253  0.289
H 4.949 -2.962 -0.517  0.384
H 3.014 -4.723 -3.776  0.281
H 2.405 -3.399 -3.097  0.201
C -1.405 9.762 0.255  -0.771
O -0.076 9.615 -0.208  -0.295
C 0.364 10.608 -1.115  -0.727
C 0.848 11.910 -0.464  0.335
C -0.279 12.807 0.038  -1.418
N 1.791 11.674 0.632  -0.733
H -2.054 10.179 -0.520  0.356
H -1.458 10.388 1.149  0.248
H -1.769 8.769 0.520  0.260
H 1.211 10.159 -1.641  0.334
H -0.414 10.807 -1.864  0.443
H 1.383 12.461 -1.243  0.408
H -0.699 12.442 0.974  0.286
H 0.100 13.811 0.225  0.353
H -1.084 12.880 -0.696  0.346
H 2.605 11.179 0.280  0.275
H 1.359 11.022 1.282  0.317

Output
E_tot	-4356.2641	Eh
gap between HOMO and LUMO	9.1	eV
energy relative to the best compared isomer or geometry (same formula, charge and spin)	0.000	eV
SMILES	CC(=O)OCCC[C@@H](O[C@H](CCO[Si](C)(C)C)[C@@H](CCC(=O)Nc1ccccc1)OC[PH2]=S)C(F)(F)C(F)F.COC[C@@H](C)N.COC[C@@H](C)N.COC[C@@H](C)N.COC[C@@H](C)N.COC[C@@H](C)N

Question: Which value of gap between HOMO and LUMO does entry 2 give?
Answer: 9.1 eV

Question: Look up the gap between HOMO and LUMO of the first one.
Answer: 4.5 eV

Question: The lowest gap between HOMO and LUMO belongs to which entry?
Answer: C45H91Cl2N2O21

Question: The highest E_tot belongs to which entry?
Answer: C45H95F4N6O11PSSi